DFT (ωB97M-V/def2-TZVPD) results for a cluster of 2 separate species, H4OS2 in total in a non-equilibrium geometry.

Each line ends with the natural charge from an NBO analysis.
Cartesian coordinates (Å):
S 0.00793 -0.83579 1.01909  -0.134
S 0.49287 -0.66580 -1.00540  -0.137
H 1.18218 -0.51340 1.45944  0.128
H -0.67361 -1.18443 -1.44002  0.144
O -0.89690 2.68038 -0.05767  -0.937
H -1.33920 1.82470 -0.08376  0.468
H -0.00701 2.45557 0.30662  0.467

Results
LUMO level, eV: 0.07
Net charge: 0
SMILES string: SS.O
Multiplicity: 1
Relative energy (zero: lowest compared OMol25 entry of this formula, charge and spin), kcal/mol: 8.70
Electronic energy, hartree: -873.98710
Strongest force on any atom, eV/A: 1.6
Gap between HOMO and LUMO, eV: 8.96